Entry from the OMol25 dataset: an isolated molecule of C3H4N4 (the ωB97M-V functional and the def2-TZVPD basis).

Structure (ORCA input):
```
! RIJCOSX wB97M-V def2-TZVPD def2/J DEFGRID3
* xyz 0 1
N 1.914 -0.263 -0.489
C 0.566 -0.155 -0.278
C 0.054 0.814 0.619
N -1.209 0.802 0.962
C -1.964 -0.138 0.365
N -1.558 -0.976 -0.572
N -0.266 -0.991 -0.902
H 2.509 0.542 -0.374
H 2.263 -1.008 -1.070
H 0.691 1.588 1.049
H -3.000 -0.214 0.689
*
```

orbital gap	0.347	Ha
largest force on an atom	0.497	eV/Å
structure (SMILES)	Nc1cncnn1
LUMO energy	0.231	eV

Entry from the OMol25 dataset: an isolated molecule of C3H4N4 at a distorted geometry (the ωB97M-V functional and the def2-TZVPD basis).

Structure (ORCA input):
```
! RIJCOSX wB97M-V def2-TZVPD def2/J DEFGRID3
* xyz 0 1
C 1.950 -0.673 0.236
C -1.098 0.574 0.217
C -0.356 -0.786 -0.382
N 2.932 -0.748 0.896
N -0.292 1.639 -0.025
N 0.741 1.812 -0.454
N 0.965 -0.544 -0.688
H -2.093 0.902 -0.275
H -1.476 0.384 1.246
H -0.389 -1.380 0.522
H -0.884 -1.179 -1.296
*
```

orbital gap	0.285	Ha
largest force on an atom	4.637	eV/Å
LUMO energy	-1.003	eV

Entry from the OMol25 dataset: a structure of composition C3H4N4O at a distorted geometry (the ωB97M-V functional and the def2-TZVPD basis).

Structure (ORCA input):
```
! RIJCOSX wB97M-V def2-TZVPD def2/J DEFGRID3
* xyz 0 1
C 1.244 -0.963 2.242
C 0.462 -0.715 1.135
C -0.633 0.615 -0.403
H 1.165 -0.406 3.160
H 1.949 -1.844 2.311
H 0.205 -1.553 0.347
H -0.747 0.280 -3.360
N -0.866 1.921 -0.696
N -0.930 1.887 -1.974
N -0.797 0.626 -2.350
N -0.442 -0.187 -1.385
O -0.612 0.340 0.973
*
```

orbital gap	0.395	Ha
largest force on an atom	5.695	eV/Å
LUMO energy	0.961	eV

Entry from the OMol25 dataset: a structure of composition C3H4N4O at a distorted geometry (the ωB97M-V functional and the def2-TZVPD basis).

Structure (ORCA input):
```
! RIJCOSX wB97M-V def2-TZVPD def2/J DEFGRID3
* xyz 0 1
C -2.441 -0.701 -0.197
C -0.561 0.092 -0.050
C 1.309 0.830 -0.372
N -1.226 -0.963 -0.572
N -1.384 0.900 0.617
N 2.178 -0.832 0.855
N 2.411 0.193 0.204
O -2.623 0.368 0.507
H -3.305 -1.414 -0.515
H 1.405 0.993 -1.424
H 1.145 1.782 -0.017
H 3.092 -1.250 0.965
*
```

orbital gap	0.379	Ha
largest force on an atom	4.985	eV/Å
LUMO energy	0.458	eV

Entry from the OMol25 dataset: an isolated molecule of C3H4N4O at a distorted geometry (the ωB97M-V functional and the def2-TZVPD basis).

Structure (ORCA input):
```
! RIJCOSX wB97M-V def2-TZVPD def2/J DEFGRID3
* xyz 0 1
C 0.288 -0.652 -0.057
C -1.004 1.182 -0.145
C -1.896 -0.987 -0.048
H 2.151 0.951 0.699
H 3.468 -0.190 -0.016
H -1.260 2.253 -0.055
H -2.960 -1.303 0.092
N 2.378 0.177 -0.201
N 1.536 -1.030 -0.170
N 0.173 0.834 0.081
N -0.805 -1.596 0.010
O -2.068 0.361 -0.190
*
```

orbital gap	0.338	Ha
largest force on an atom	4.764	eV/Å
structure (SMILES)	NN=c1ncocn1
LUMO energy	0.637	eV

Entry from the OMol25 dataset: an isolated molecule of C3H4N4O at a distorted geometry (the ωB97M-V functional and the def2-TZVPD basis).

Structure (ORCA input):
```
! RIJCOSX wB97M-V def2-TZVPD def2/J DEFGRID3
* xyz 0 1
C 0.039 0.268 -0.083
C -0.952 1.314 -0.096
C -0.510 -1.030 -0.015
H 2.035 -0.983 0.581
H 3.029 0.225 0.240
H -0.733 2.406 0.096
H 0.208 -1.882 -0.026
N 2.233 -0.298 -0.151
N 1.260 0.586 -0.255
N -2.196 1.003 -0.003
N -1.760 -1.322 -0.153
O -2.654 -0.288 -0.136
*
```

orbital gap	0.320	Ha
largest force on an atom	2.765	eV/Å
structure (SMILES)	NN=c1cnonc1
LUMO energy	-0.010	eV

Quick rundown of energy above the lowest of the compared OMol25 structures with the same formula, charge and spin, same order as above: 1.664 4.846 3.990 5.453 3.939 5.268 eV
Quick rundown of DFT total energy, same order as above: -9135.19330 -9132.01132 -11179.97918 -11178.51624 -11180.02964 -11178.70146 eV